# 1
Formula: C48H38GeIN5O6ReS4
Source: the OMol25 dataset
Level of theory: ωB97M-V with the def2-TZVPD basis set

```
104
Properties=species:S:1:pos:R:3:lowdin_spin:R:1
Re -0.6928 0.2074 -0.0498 0.018
S -1.4570 1.9452 -1.2674 -0.017
C -1.3220 1.2052 -2.8668 0.009
N -1.7580 1.9089 -3.8774 0.252
N -1.6538 1.3071 -5.1246 0.042
C -2.3560 0.2073 -5.5576 0.009
C -2.2429 -0.1654 -6.9060 0.002
C -2.9424 -1.2484 -7.4058 0.001
C -3.7789 -1.9949 -6.5852 0.003
C -3.8990 -1.6222 -5.2517 0.001
C -3.2081 -0.5402 -4.7343 0.006
N -0.7641 -0.0091 -2.9988 0.282
N -0.3821 -0.5955 -1.8780 0.200
C 0.2615 -1.8428 -2.1365 0.003
C 0.3586 -2.8043 -1.1343 0.015
C 0.9651 -4.0242 -1.3977 -0.002
C 1.4805 -4.3031 -2.6532 0.018
C 1.3850 -3.3413 -3.6514 -0.002
C 0.7838 -2.1210 -3.4015 0.017
H -1.4357 1.9877 -5.8300 0.002
H -1.5777 0.3977 -7.5522 0.000
H -2.8223 -1.5174 -8.4492 0.000
H -4.3154 -2.8517 -6.9719 0.000
H -4.5414 -2.1906 -4.5893 0.000
H -3.3150 -0.2771 -3.6926 0.003
H -0.0255 -2.6061 -0.1463 0.002
H 1.0388 -4.7537 -0.6004 -0.001
H 1.9629 -5.2530 -2.8505 0.001
H 1.7957 -3.5364 -4.6349 -0.001
H 0.7215 -1.3669 -4.1707 0.002
I 5.7264 3.3052 4.2602 0.000
C 4.4117 1.9376 3.3699 0.000
C 3.7184 2.3079 2.2311 0.000
C 2.8374 1.4013 1.6524 0.000
C 2.6312 0.1596 2.2369 0.000
C 3.3574 -0.1978 3.3672 0.000
C 4.2576 0.6834 3.9405 0.000
C 1.5252 -0.7584 1.7881 0.000
O 1.1192 -1.6307 2.5352 0.000
O 1.0264 -0.5555 0.5907 0.002
H 3.8486 3.2894 1.7987 0.000
H 2.2821 1.6845 0.7668 0.000
H 3.1793 -1.1674 3.8098 0.000
H 4.8145 0.4060 4.8259 0.000
S -2.3266 -0.9451 0.5051 0.121
O -0.0317 3.4259 1.2140 -0.002
C -0.2927 2.5355 1.9992 0.000
O -0.4519 1.2718 1.7079 0.004
C -0.4004 2.7906 3.5094 0.000
C 0.4563 1.8135 4.3100 0.000
Ge 0.2725 1.8754 6.2374 0.000
C 0.9567 3.5781 6.9145 0.000
C 0.1710 4.6073 7.4300 0.000
C 0.7369 5.8214 7.8023 0.000
C 2.1006 6.0290 7.6533 0.000
C 2.8957 5.0210 7.1240 0.000
C 2.3262 3.8093 6.7617 0.000
C -1.5972 1.5489 6.7258 0.000
C -2.3922 0.8524 5.8127 0.000
C -3.7189 0.5569 6.0965 0.000
C -4.2775 0.9579 7.3020 0.000
C -3.5015 1.6477 8.2228 0.000
C -2.1737 1.9368 7.9349 0.000
C 1.3715 0.4321 6.9735 0.000
C 1.3809 -0.8046 6.3254 0.000
C 2.1523 -1.8536 6.8053 0.000
C 2.9309 -1.6808 7.9421 0.000
C 2.9353 -0.4561 8.5948 0.000
C 2.1607 0.5910 8.1109 0.000
H -1.4565 2.6682 3.7740 0.000
H -0.1240 3.8276 3.7030 0.000
H 1.5130 1.9753 4.0998 0.000
H 0.2387 0.7969 3.9810 0.000
H -0.8999 4.4778 7.5263 0.000
H 0.1071 6.6102 8.1966 0.000
H 2.5405 6.9783 7.9341 0.000
H 3.9580 5.1775 6.9768 0.000
H 2.9636 3.0400 6.3368 0.000
H -1.9812 0.5428 4.8570 0.000
H -4.3150 0.0193 5.3697 0.000
H -5.3142 0.7341 7.5225 0.000
H -3.9288 1.9604 9.1684 0.000
H -1.5793 2.4575 8.6769 0.000
H 0.8081 -0.9536 5.4151 0.000
H 2.1573 -2.7994 6.2775 0.000
H 3.5420 -2.4959 8.3109 0.000
H 3.5495 -0.3118 9.4760 0.000
H 2.1836 1.5478 8.6222 0.000
O 7.0860 0.9511 -1.7359 0.000
S 6.0284 1.0462 -0.7563 0.000
O 6.2942 0.4568 0.5333 0.000
N 4.6065 0.5428 -1.3600 0.003
C 3.7388 1.5288 -1.4915 0.002
S 2.1667 1.4250 -2.0645 0.001
C 4.2737 2.8611 -1.0235 0.000
C 3.6120 4.0752 -0.9525 0.000
C 4.2864 5.1580 -0.4004 0.000
C 5.5916 5.0274 0.0727 0.000
C 6.2530 3.8066 0.0000 0.000
C 5.5653 2.7466 -0.5551 0.000
H 2.5862 4.1390 -1.2950 0.000
H 3.7842 6.1143 -0.3157 0.000
H 6.0879 5.8816 0.5175 0.000
H 7.2572 3.6837 0.3850 0.000
```

Values from the calculation:
- Net charge: -2
- Frontier orbital gap (alpha / beta): 5.811 / 6.104 eV
- Energy relative to the best compared isomer or geometry (same formula, charge and spin): 9.6 kJ/mol
- 2S+1: 2
- LUMO energy (alpha / beta): 0.123 / 0.122 Ha

# 2
Formula: C48H38I2LuN5O8P2S3Te
Source: the OMol25 dataset
Level of theory: ωB97M-V with the def2-TZVPD basis set

```
108
Properties=species:S:1:pos:R:3:mulliken_charge:R:1
Lu 0.8671 -0.9412 1.7322 2.833
O 3.4831 -1.6772 3.3556 -0.623
S 3.5021 -0.7312 2.2681 0.771
O 4.7637 -0.1102 1.9730 -0.734
O 2.8718 -1.4107 1.0206 -0.548
O 2.3949 0.3337 2.5174 -0.358
I 1.4366 -4.2473 5.8376 0.001
C -0.1292 -2.9038 5.6656 -0.657
C -1.1361 -2.8910 6.6428 -0.355
C -2.1948 -2.0262 6.5729 -0.127
I -3.6465 -2.0984 8.0645 -0.013
C -2.2795 -1.0914 5.5031 1.344
C -3.3335 -0.1705 5.3089 -0.907
C -3.2852 0.6969 4.2574 -1.507
C -2.1707 0.6685 3.3999 -0.397
N -1.1869 -0.1827 3.5323 0.846
C -1.2464 -1.0838 4.5472 -0.737
C -0.1623 -2.0460 4.5679 0.319
O 0.6813 -2.0537 3.6219 -0.561
H -1.0670 -3.5942 7.4622 0.320
H -4.1703 -0.1703 5.9954 0.167
H -4.0869 1.3977 4.0666 0.536
H -2.0997 1.3637 2.5739 0.409
Te 3.2900 1.6516 -0.2798 0.524
C 3.7196 3.0040 -1.8259 0.392
C 5.0057 3.0734 -2.3613 -0.487
C 5.2718 3.9738 -3.3782 -0.338
N 4.3696 4.8044 -3.9034 -0.737
C 3.1446 4.7313 -3.3852 -0.437
C 2.7712 3.8681 -2.3674 -0.045
C 1.1850 1.5807 -0.6655 -1.342
P 0.9141 -0.1922 -1.1718 0.698
C 2.1747 -0.3112 -2.5133 -0.066
C 3.2516 -1.1841 -2.4377 0.207
C 4.1922 -1.2361 -3.4582 -0.816
C 4.0668 -0.4072 -4.5628 -0.639
C 2.9967 0.4753 -4.6422 -0.650
C 2.0549 0.5165 -3.6283 -0.538
C -0.5272 -0.3699 -2.3262 -0.068
C -1.5530 0.5457 -2.5073 0.125
C -2.6247 0.2681 -3.3463 -0.398
C -2.7015 -0.9491 -4.0046 -0.810
C -1.6880 -1.8824 -3.8241 -0.428
C -0.6146 -1.5885 -3.0016 -0.628
P 0.2062 1.8773 0.8451 1.781
C 1.0518 3.0932 1.9262 0.412
C 1.7542 4.1795 1.4067 -0.676
C 2.3198 5.1204 2.2483 -0.665
C 2.1872 4.9899 3.6276 -0.683
C 1.4873 3.9177 4.1522 -0.594
C 0.9236 2.9723 3.3021 -0.155
C -1.0700 3.1209 0.2873 1.489
C -1.1361 3.5537 -1.0293 -0.569
C -2.0727 4.5004 -1.4286 -0.575
C -2.9606 5.0354 -0.5107 -0.654
C -2.8854 4.6329 0.8185 -0.799
C -1.9469 3.6945 1.2092 -0.983
H 5.7969 2.4215 -2.0110 0.332
H 6.2710 4.0222 -3.8023 0.367
H 2.4060 5.4055 -3.8117 0.353
H 1.7474 3.8390 -2.0139 0.124
H 3.3860 -1.7800 -1.5459 0.680
H 5.0352 -1.9123 -3.3770 0.435
H 4.8053 -0.4385 -5.3550 0.333
H 2.8998 1.1400 -5.4921 0.423
H 1.2276 1.2133 -3.6834 0.180
H -1.5380 1.4792 -1.9689 0.226
H -3.4098 1.0065 -3.4680 0.463
H -3.5445 -1.1747 -4.6471 0.312
H -1.7364 -2.8453 -4.3173 0.388
H 0.1634 -2.3335 -2.8723 0.289
H 1.8540 4.2924 0.3335 0.363
H 2.8736 5.9510 1.8290 0.432
H 2.6394 5.7214 4.2868 0.333
H 1.3878 3.8004 5.2243 0.445
H 0.4110 2.1129 3.7196 0.279
H -0.4143 3.1541 -1.7328 -0.095
H -2.0993 4.8193 -2.4641 0.430
H -3.6920 5.7724 -0.8191 0.362
H -3.5568 5.0577 1.5553 0.406
H -1.8790 3.4270 2.2577 0.462
C -5.1883 -3.2774 -0.1031 -1.268
N -4.0441 -2.5402 0.3693 -0.047
C -3.8325 -1.2459 0.1175 -0.072
N -4.8937 -0.5449 -0.3947 -0.443
S -2.3880 -0.4856 0.4510 0.085
H -5.0314 -4.3289 0.1240 0.390
H -5.3060 -3.2023 -1.1899 0.352
H -6.1073 -2.9439 0.3887 0.353
H -3.2023 -3.0705 0.5957 0.369
H -5.5445 -1.0443 -0.9805 0.260
H -4.6274 0.3649 -0.7365 0.266
O -2.1780 -6.6132 -0.4625 -0.762
S -1.9235 -5.2802 -0.9498 1.232
O -2.8654 -4.7571 -1.9128 -0.662
N -1.7031 -4.2272 0.2571 -0.664
C -0.4613 -3.7513 0.2796 -0.711
O -0.0338 -2.8981 1.0740 -0.372
C 0.4335 -4.3503 -0.7671 0.403
C 1.7797 -4.1161 -0.9649 0.012
C 2.3846 -4.7446 -2.0473 -0.590
C 1.6563 -5.5824 -2.8893 -0.542
C 0.3064 -5.8328 -2.6651 -0.754
C -0.2766 -5.1996 -1.5875 0.118
H 2.3217 -3.4579 -0.2952 0.627
H 3.4340 -4.5723 -2.2459 0.393
H 2.1536 -6.0498 -3.7301 0.374
H -0.2612 -6.4909 -3.3095 0.455
```

Values from the calculation:
- Net charge: -2
- Frontier orbital gap: 5.591 eV
- Energy relative to the best compared isomer or geometry (same formula, charge and spin): 42.0 kJ/mol
- 2S+1: 1
- LUMO energy: 0.118 Ha

# 3
Formula: C48H39BrIrN6P
Source: the OMol25 dataset
Level of theory: ωB97M-V with the def2-TZVPD basis set

```
96
Properties=species:S:1:pos:R:3:mulliken_charge:R:1
Ir 0.3708 0.4864 0.9039 0.474
C -1.1634 -1.0959 -4.1215 -1.009
N -0.2250 -0.6673 -3.0840 0.482
C -0.5344 -0.3637 -1.8060 -0.185
N 0.5710 0.0580 -1.1722 0.190
C 1.6178 -0.0251 -2.0595 -0.539
C 1.1210 -0.4641 -3.2679 0.565
C 1.7724 -0.6377 -4.5777 -0.461
C 1.8011 -1.8834 -5.2010 0.256
C 2.4265 -2.0312 -6.4296 -0.915
C 3.0302 -0.9384 -7.0363 -0.397
C 3.0089 0.3032 -6.4153 -0.832
C 2.3813 0.4557 -5.1894 -0.067
C 3.0297 0.1978 -1.7068 0.432
C 4.0158 -0.6087 -2.2790 -0.677
C 5.3497 -0.4331 -1.9506 -0.924
C 5.7284 0.5460 -1.0420 -0.657
C 4.7566 1.3488 -0.4641 -0.663
C 3.4215 1.1719 -0.7932 -0.064
P -2.2017 -0.6989 -1.0905 -0.513
C -2.3380 0.9122 -0.2536 -0.495
N -1.2828 1.4427 0.3369 0.296
C -1.5603 2.7172 0.7237 0.308
C -2.8606 2.9821 0.3644 0.927
N -3.3256 1.8336 -0.2495 0.339
C -4.6313 1.6741 -0.8899 -1.003
C -3.6423 4.2145 0.5228 0.004
C -4.9046 4.1967 1.1139 -0.217
C -5.6070 5.3793 1.2832 -0.772
C -5.0515 6.5829 0.8721 -0.422
C -3.7912 6.6060 0.2900 -0.815
C -3.0868 5.4265 0.1140 -0.227
C -0.4491 3.3901 1.3863 -0.041
C -0.5983 4.3284 2.3915 -0.563
C 0.5159 4.7278 3.1177 -0.809
C 1.7758 4.1999 2.8560 -0.843
C 1.9371 3.2831 1.8329 0.277
C 0.8297 2.8722 1.0914 -0.749
C -1.5527 -1.6873 0.3046 -0.344
N -0.4271 -1.3400 0.9045 0.064
C -0.0141 -2.3256 1.7522 0.479
C -0.9671 -3.3197 1.6961 0.507
N -1.9101 -2.8983 0.7736 0.353
C -3.0811 -3.6710 0.3638 -0.973
C -1.1064 -4.5852 2.4369 -0.428
C -0.9504 -5.8112 1.7952 -0.288
C -1.1026 -6.9895 2.5097 -0.777
C -1.4122 -6.9462 3.8621 -0.413
C -1.5700 -5.7256 4.5045 -0.753
C -1.4195 -4.5443 3.7949 -0.141
C 1.2697 -2.0904 2.4098 0.629
C 1.6996 -2.7536 3.5493 -0.680
C 2.8757 -2.3618 4.1736 -0.939
C 3.6359 -1.3119 3.6778 -0.735
C 3.2337 -0.6549 2.5254 -0.433
C 2.0642 -1.0507 1.8926 0.752
H -2.1374 -0.6538 -3.9341 0.431
H -0.7940 -0.7536 -5.0836 0.381
H -1.2498 -2.1807 -4.1374 0.336
H 1.3544 -2.7444 -4.7168 0.473
H 2.4503 -3.0006 -6.9086 0.421
H 3.5203 -1.0551 -7.9933 0.432
H 3.4807 1.1541 -6.8876 0.436
H 2.3671 1.4215 -4.6992 0.477
H 3.7454 -1.3934 -2.9729 0.535
H 6.0963 -1.0702 -2.4052 0.454
H 6.7710 0.6832 -0.7901 0.454
H 5.0412 2.1238 0.2368 0.488
H 2.6838 1.8278 -0.3502 0.627
H -5.0004 2.6539 -1.1780 0.427
H -4.5204 1.0568 -1.7778 0.403
H -5.3372 1.2094 -0.2048 0.328
H -5.3311 3.2654 1.4673 0.465
H -6.5849 5.3619 1.7447 0.415
H -5.6010 7.5046 1.0073 0.425
H -3.3601 7.5433 -0.0346 0.427
H -2.1098 5.4406 -0.3537 0.508
H -1.5794 4.7101 2.6403 0.578
H 0.3956 5.4479 3.9163 0.444
H 2.6273 4.5198 3.4402 0.469
H 2.9245 2.9161 1.5846 0.372
H 0.9842 2.3614 0.1331 0.653
H -3.4814 -4.1830 1.2346 0.357
H -3.8314 -2.9947 -0.0365 0.429
H -2.8092 -4.4058 -0.3910 0.338
H -0.6917 -5.8445 0.7434 0.476
H -0.9740 -7.9413 2.0126 0.420
H -1.5311 -7.8669 4.4172 0.429
H -1.8153 -5.6937 5.5575 0.421
H -1.5475 -3.5874 4.2872 0.550
H 1.1080 -3.5544 3.9681 0.480
H 3.1968 -2.8796 5.0674 0.435
H 4.5476 -1.0172 4.1790 0.461
H 3.8450 0.1248 2.0917 0.468
H 1.9600 -0.7075 0.8309 -0.370
Br -0.2850 0.7784 3.2475 -0.325
```

Values from the calculation:
- Net charge: +2
- Frontier orbital gap: 7.588 eV
- Energy relative to the best compared isomer or geometry (same formula, charge and spin): 0.0 kJ/mol
- 2S+1: 1
- LUMO energy: -0.200 Ha

# 4
Formula: C48H40BF4O30
Source: the OMol25 dataset
Level of theory: ωB97M-V with the def2-TZVPD basis set

```
123
Properties=species:S:1:pos:R:3:mulliken_charge:R:1
B -8.5161 -24.4271 -15.1530 1.169
F -8.0988 -24.1005 -13.8484 -0.395
F -9.2748 -23.4672 -15.6788 -0.595
F -7.3262 -24.5047 -15.9117 -0.583
F -9.0917 -25.6803 -15.2125 -0.501
C -3.0695 -27.6019 -18.9007 -1.108
C -3.3933 -28.6338 -20.0411 0.256
C -4.7644 -28.8705 -20.4996 0.696
O -4.9509 -29.6190 -21.4522 -0.613
C -5.7859 -28.2244 -19.6970 -1.098
C -5.4365 -27.2373 -18.5984 0.043
C -4.1456 -26.9659 -18.2076 1.372
O -3.9342 -26.1240 -17.3285 -0.553
O -6.5043 -26.4607 -18.0396 0.055
O -2.2624 -29.1942 -20.6460 -0.501
H -2.1747 -27.3594 -18.5940 0.712
H -6.7719 -28.2388 -19.9606 0.609
H -6.0210 -26.1696 -17.3842 -0.170
H -2.5404 -29.6834 -21.4029 0.333
C -8.1142 -18.7205 -15.1494 -0.353
C -8.9609 -20.0838 -15.1919 0.225
C -9.7763 -20.4194 -14.0886 0.444
O -10.5017 -21.4864 -14.1288 -0.793
C -9.7631 -19.4855 -12.9481 -0.830
C -8.9507 -18.2220 -12.9778 0.472
C -8.2032 -17.7980 -14.1335 0.143
O -7.6400 -16.7647 -14.1595 -0.554
O -8.6713 -17.4709 -11.7971 -0.506
O -8.7991 -21.0529 -16.1963 -0.130
H -7.4891 -18.5549 -16.0660 0.301
H -10.3360 -19.8798 -12.1032 0.508
H -9.2243 -18.0338 -11.2191 0.385
H -8.9387 -22.0329 -16.0435 0.502
C -3.0856 -29.4078 -14.8068 -0.945
C -2.3991 -28.3353 -14.1066 0.251
C -3.0605 -27.1157 -13.5752 0.680
O -2.4981 -26.2751 -13.0137 -0.552
C -4.4628 -26.9386 -13.8519 -0.642
C -5.2656 -28.0912 -14.6425 0.280
C -4.4414 -29.3549 -15.0535 0.497
O -5.0079 -30.2313 -15.7888 -0.651
O -6.5725 -28.0971 -14.9802 -0.426
O -0.9988 -28.5016 -13.9817 -0.563
H -2.6313 -30.2779 -15.0732 0.593
H -5.0230 -26.1479 -13.4500 0.799
H -7.1479 -27.3378 -14.9587 0.240
H -0.8370 -27.7145 -13.4223 0.344
C -13.1201 -25.6461 -12.4086 -0.428
C -12.7531 -24.3684 -13.1412 0.230
C -13.6991 -23.3540 -13.3520 0.691
O -13.4925 -22.2308 -13.7634 -0.575
C -15.0857 -23.5721 -12.9234 -0.707
C -15.4720 -24.9358 -12.3279 0.560
C -14.5320 -25.9718 -12.0772 0.589
O -14.8382 -27.0542 -11.4954 -0.657
O -16.7846 -25.1820 -12.0177 -0.496
O -11.3984 -24.1114 -13.4820 0.161
H -12.2953 -26.4183 -12.1278 0.215
H -15.8642 -22.7780 -13.1483 0.196
H -17.4109 -24.4730 -12.3161 0.326
H -11.1548 -23.2771 -13.6716 0.158
C -4.8082 -20.0401 -16.6695 -0.805
C -5.6410 -21.2608 -16.7564 0.635
C -6.3067 -21.6627 -18.0450 0.688
O -6.8058 -22.7833 -18.0701 -0.289
C -6.4364 -20.7374 -19.0797 -0.874
C -5.7331 -19.2939 -18.9252 0.166
C -4.8821 -18.9969 -17.7616 0.532
O -4.1542 -18.0281 -17.6659 -0.592
O -5.8423 -18.2613 -19.7200 -0.435
O -5.6426 -22.2932 -15.8282 -0.406
H -4.1431 -19.8079 -15.8084 0.336
H -7.0534 -20.7467 -19.8811 0.489
H -6.4282 -18.4763 -20.5392 0.396
H -6.1529 -23.1113 -15.9948 0.167
C -6.9599 -19.9241 -9.7619 -1.067
C -5.8211 -19.5738 -10.7797 0.239
C -5.8356 -20.2494 -12.1101 0.665
O -4.9488 -20.0380 -12.8928 -0.607
C -6.7948 -21.3231 -12.2530 -0.951
C -7.7938 -21.7584 -11.2045 0.016
C -7.8306 -20.9498 -10.0020 0.563
O -8.6853 -21.2587 -9.0626 -0.679
O -8.6878 -22.6772 -11.5039 -0.304
O -4.9625 -18.5346 -10.5927 -0.532
H -7.0456 -19.3977 -8.9114 0.612
H -6.5282 -21.8450 -13.0038 1.372
H -8.4107 -23.0242 -12.2674 0.282
H -4.3172 -18.4252 -11.3250 0.364
C -13.9518 -26.6961 -16.7506 -0.642
C -12.5823 -26.5902 -16.0157 0.192
C -12.2879 -27.5692 -14.9979 0.981
O -11.2041 -27.5845 -14.3648 -0.495
C -13.3571 -28.5969 -14.7043 -0.700
C -14.7568 -28.7300 -15.4069 0.380
C -15.0545 -27.5902 -16.4010 0.539
O -16.1629 -27.3940 -16.9347 -0.597
O -15.6366 -29.5876 -15.0860 -0.464
O -11.5772 -25.6558 -16.2847 -0.257
H -14.1062 -25.7992 -17.6688 0.178
H -13.2154 -29.3184 -13.9304 0.293
H -15.4176 -29.9986 -14.2041 0.380
H -11.0042 -25.9498 -15.6825 0.102
C -7.6353 -28.5170 -11.1425 -0.750
C -8.7114 -27.4883 -10.7827 0.493
O -9.2651 -27.5132 -9.7057 -0.593
C -9.1351 -26.3598 -11.8610 -0.433
H -7.9338 -28.9255 -12.1197 0.251
H -7.4911 -29.3720 -10.2353 0.279
H -6.6643 -27.9249 -11.3608 0.113
H -9.8638 -25.8141 -11.3658 0.223
H -9.3288 -26.8862 -12.7669 0.081
H -8.3814 -25.5892 -12.0036 0.300
C -8.3620 -24.1785 -20.9384 -0.717
C -9.3119 -23.0892 -20.5074 0.548
O -9.5417 -22.1135 -21.2873 -0.667
C -9.8877 -23.0760 -19.1364 -0.486
H -7.7529 -24.0986 -21.7945 0.431
H -8.8690 -25.2745 -20.7661 0.257
H -7.5620 -24.2908 -20.1408 -0.011
H -9.3624 -23.7614 -18.4997 -0.218
H -10.7705 -23.5742 -19.1338 0.810
H -9.8060 -22.0668 -18.7575 0.108
```

Values from the calculation:
- Net charge: -1
- Frontier orbital gap: 5.934 eV
- Energy relative to the best compared isomer or geometry (same formula, charge and spin): 182.2 kJ/mol
- 2S+1: 1
- LUMO energy: -0.034 Ha